[1]
Density functional theory data (ωB97M-V with the def2-TZVPD basis set) for the molecule C5H9FN2 in a non-equilibrium geometry.

Its spin multiplicity is 1. Its SMILES is C[C@@]1(CF)C=NNC1. The calculation puts the HOMO-LUMO gap at 0.35915 Eh. Its total energy is -405.211738 a.u.

Geometry as XYZ:
```
17
Properties=species:S:1:pos:R:3:forces:R:3:mulliken_charge:R:1
F -2.486 -0.298 -0.522 -0.378 -0.884 0.069 -0.304
N 1.802 -0.744 -0.391 1.031 2.613 0.359 -0.141
N 2.052 0.646 -0.185 -2.654 1.457 0.066 -0.562
C -0.346 -0.484 1.432 1.289 0.253 2.013 -1.361
C 0.440 -0.788 -0.817 -0.316 -3.423 0.575 -1.078
C 0.862 1.254 -0.014 3.298 -1.064 0.105 -0.495
C -0.249 0.210 0.051 1.680 -0.766 1.133 1.827
C -1.524 0.671 -0.446 -1.939 2.598 -0.345 -1.005
H 0.223 -1.851 -0.534 -1.010 0.800 -0.881 0.325
H 0.802 2.372 0.131 0.157 -1.554 0.023 0.362
H 0.663 -1.125 1.546 -2.645 1.131 -0.106 0.327
H 0.266 -0.541 -1.835 0.088 -0.007 -1.336 0.385
H -1.501 1.162 -1.420 0.469 -0.264 -0.312 0.412
H 2.520 -1.152 -0.983 -0.288 0.278 0.017 0.308
H -0.286 0.271 2.329 -0.497 -1.341 -1.705 0.303
H -1.921 1.478 0.203 0.117 -0.424 0.093 0.338
H -1.319 -1.082 1.453 1.597 0.597 0.233 0.359
```
Forces are in eV/Å.


[2]
Density functional theory data (ωB97M-V with the def2-TZVPD basis set) for a structure of composition C20H14I2N4O4S2V.

Its spin multiplicity is 2. The calculation puts the HOMO-LUMO gap (spin up / spin down) at 0.20330 / 0.22320 Eh. Its total charge is +2. Its total energy is -3625.802692 a.u.

Geometry as XYZ:
```
47
Properties=species:S:1:pos:R:3:forces:R:3:mulliken_charge:R:1
I 5.149 3.969 3.581 0.009 0.005 0.009 0.226
I 2.706 5.084 -1.773 0.000 0.002 0.002 0.157
V 0.731 0.523 -0.807 -0.005 -0.029 0.077 1.190
S 4.241 -3.123 -0.553 0.030 0.016 0.023 1.138
S -1.425 0.724 -0.076 0.028 0.043 0.004 -0.282
O 1.483 2.081 -1.091 -0.055 0.036 0.003 -0.887
O 3.992 -4.356 0.107 -0.007 -0.002 0.002 -0.592
O 5.406 -2.346 -0.300 0.006 -0.016 -0.008 -0.591
O 1.239 -1.030 -1.343 -0.010 -0.060 -0.203 -0.662
N 2.908 -2.096 -0.260 0.010 0.012 0.003 -0.265
N 1.704 0.611 0.920 -0.064 0.066 -0.010 0.207
N -2.033 2.641 -1.978 0.032 0.003 -0.001 0.039
N -3.125 0.803 -2.237 -0.027 -0.010 0.009 0.170
C 2.813 -2.479 -2.601 -0.020 -0.026 0.012 0.596
C 2.426 1.777 0.995 -0.016 -0.054 -0.029 0.138
C 2.921 3.824 -0.152 0.023 0.012 -0.033 -0.558
C 3.742 4.184 0.948 -0.009 -0.032 0.015 -0.225
C 2.338 -2.400 -3.898 0.003 0.013 0.000 -0.510
C 4.130 -3.886 -4.559 0.001 -0.002 -0.007 -0.514
C 2.286 2.619 -0.112 0.013 0.010 0.040 1.287
C -3.571 1.685 -3.197 -0.002 0.058 0.012 -0.073
C 2.330 -1.868 -1.358 0.023 0.030 0.115 0.608
C 3.302 1.144 3.118 0.002 0.021 -0.012 -0.434
C -3.646 -0.554 -2.026 0.023 0.040 0.011 -0.764
C 3.240 2.101 2.085 0.015 0.003 0.014 0.480
C 3.016 -3.117 -4.877 0.003 0.001 0.003 -0.696
C 4.606 -3.967 -3.252 -0.002 0.013 0.008 -0.565
C 3.913 3.360 2.032 -0.005 0.009 -0.014 -0.390
C 2.584 -0.029 3.027 -0.020 -0.018 -0.019 -0.964
C -2.186 1.399 -1.496 0.022 -0.055 0.015 0.169
C 1.788 -0.274 1.913 0.020 -0.002 0.025 -0.242
C 3.927 -3.250 -2.295 0.000 -0.023 -0.050 -0.073
C -2.885 2.842 -3.036 -0.002 -0.031 -0.034 -0.542
H -4.429 -0.729 -2.756 0.009 -0.013 -0.010 0.303
H 1.467 -1.808 -4.147 -0.001 -0.003 0.004 0.477
H 1.227 -1.193 1.808 -0.003 -0.003 0.008 0.525
H 4.249 5.139 0.915 0.002 0.001 0.002 0.367
H -2.847 -1.279 -2.160 -0.007 -0.013 0.001 0.298
H -4.338 1.419 -3.903 -0.004 -0.004 0.005 0.442
H 5.470 -4.568 -3.004 0.001 -0.001 -0.001 0.471
H -1.402 3.326 -1.587 -0.021 0.011 0.013 0.195
H 3.920 1.338 3.986 0.001 0.000 0.000 0.276
H 2.633 -0.773 3.808 -0.002 -0.001 -0.001 0.444
H 2.672 -3.080 -5.901 -0.001 -0.001 0.000 0.403
H 4.635 -4.436 -5.341 0.000 0.000 0.000 0.422
H -4.059 -0.635 -1.024 0.001 -0.006 0.000 0.362
H -2.934 3.772 -3.574 0.006 -0.001 -0.002 0.433
```
Forces are in eV/Å.


Which of these has the highest spin multiplicity? C20H14I2N4O4S2V


spin multiplicity of number 1 (C5H9FN2)? 1


Which value of spin multiplicity does entry 2 give? 2